The following is a quantum chemistry calculation of C46H47CsN10O6S as an isolated structure, from OMol25.

Calculated values
- E_HOMO: -1.03 eV
- ΔE to the lowest compared entry with this formula, charge and spin: 32.91 kcal per mole
- Kohn-Sham gap: 3.94 eV

```
! RIJCOSX wB97M-V def2-TZVPD def2/J DEFGRID3
* xyz -2 1
Cs 0.388 1.575 -0.896
C -1.638 0.367 -3.238
N -1.406 -0.815 -2.435
C -0.176 -1.491 -2.825
C -2.517 -1.728 -2.404
C -3.014 -2.242 -3.593
C -4.048 -3.169 -3.636
C -4.567 -3.611 -2.418
C -4.091 -3.101 -1.226
C -3.076 -2.103 -1.158
N -2.583 -1.611 0.002
C -3.355 -1.440 1.101
C -4.745 -1.178 1.072
C -5.492 -0.882 2.202
C -4.885 -0.852 3.447
C -3.517 -1.120 3.521
C -2.739 -1.397 2.400
N -1.349 -1.580 2.536
C -0.682 -2.686 1.884
C -0.716 -1.181 3.760
H -1.641 0.177 -4.325
H -0.850 1.095 -3.035
H -2.588 0.820 -2.957
H -0.190 -1.812 -3.880
H -0.029 -2.369 -2.200
H 0.684 -0.831 -2.687
H -2.568 -1.908 -4.525
H -4.427 -3.541 -4.580
H -5.346 -4.368 -2.401
H -4.485 -3.472 -0.288
H -5.225 -1.152 0.102
H -6.550 -0.661 2.101
H -5.449 -0.636 4.347
H -3.050 -1.120 4.498
H -0.736 -3.610 2.490
H 0.373 -2.441 1.736
H -1.133 -2.861 0.912
H -0.862 -1.899 4.590
H -1.090 -0.208 4.087
H 0.361 -1.095 3.580
O 7.081 -3.052 1.238
C 6.588 -2.672 2.440
O 7.033 -3.169 3.441
C 5.508 -1.647 2.424
C 4.800 -1.301 1.275
C 3.777 -0.374 1.340
C 3.450 0.231 2.551
C 4.157 -0.119 3.704
C 5.170 -1.053 3.638
N 2.347 1.099 2.522
C 2.101 1.940 3.430
C 0.835 2.707 3.390
C 0.403 3.447 4.480
C -0.833 4.077 4.399
C -1.576 3.948 3.239
C -1.050 3.191 2.193
N 0.126 2.590 2.274
H 6.715 -2.497 0.536
H 4.984 -1.774 0.315
H 3.208 -0.118 0.454
H 3.892 0.315 4.660
H 5.715 -1.349 4.525
H 2.768 2.134 4.281
H 1.009 3.508 5.376
H -1.210 4.655 5.234
H -2.544 4.419 3.135
H -1.576 3.066 1.251
N 2.891 0.407 -1.944
C 3.884 0.081 -2.443
C 5.059 -0.406 -3.039
C 6.195 0.415 -3.219
N 7.135 1.070 -3.376
C 5.097 -1.744 -3.480
N 5.135 -2.845 -3.841
O 0.185 3.921 -2.093
C -1.063 3.801 -2.096
O -1.753 3.199 -1.241
C -1.819 4.419 -3.267
C -1.169 5.268 -4.151
C -1.840 5.857 -5.229
C -3.167 5.542 -5.373
O -4.051 5.988 -6.335
C -5.265 5.282 -6.094
O -5.137 4.562 -4.880
C -3.814 4.690 -4.501
C -3.177 4.116 -3.434
H -0.117 5.454 -3.986
H -1.343 6.526 -5.919
H -5.451 4.584 -6.919
H -6.087 5.997 -6.010
H -3.667 3.459 -2.730
C 5.205 -6.257 -1.929
C 5.528 -4.866 -1.394
N 4.334 -4.059 -1.175
C 3.401 -4.298 -0.204
S 1.815 -3.829 -0.411
N 3.856 -4.925 0.905
C 3.063 -5.069 2.117
C 2.188 -6.314 2.108
H 6.118 -6.842 -2.061
H 4.709 -6.169 -2.896
H 4.541 -6.792 -1.247
H 6.131 -4.326 -2.122
H 6.113 -4.936 -0.474
H 3.929 -3.674 -2.017
H 4.849 -5.066 0.989
H 2.438 -4.181 2.224
H 3.764 -5.101 2.953
H 1.475 -6.255 1.287
H 1.633 -6.388 3.045
H 2.794 -7.214 1.988
*
```

These are the Mulliken partial charges, in e, on atoms 1 to 99: 1.3384, -1.2400, 1.1554, -1.0502, -0.5811, -0.1259, -0.9068, -0.7144, -0.2772, 0.0898, -0.6299, 0.1214, -0.2977, -0.7732, -0.8289, -0.0643, -0.0897, 0.7898, -0.4322, -1.1400, 0.2791, 0.0668, 0.4521, 0.2754, 0.1970, 0.3616, 0.2709, 0.3580, 0.3483, 0.5038, 0.4184, 0.3431, 0.3572, 0.3800, 0.1099, 0.0551, 0.1088, 0.3457, 0.4197, 0.0764, -0.5325, 0.5644, -0.6396, 1.2919, -0.4034, -0.4940, 0.3515, -0.4980, -1.3233, 0.1962, -0.3231, 0.4066, -0.8719, -0.2943, -0.8396, -0.2621, 0.0984, 0.3347, 0.0474, 0.4231, 0.3011, 0.4505, 0.2981, 0.3716, 0.4056, 0.4040, 0.4743, -0.3740, -0.0098, 0.1528, 0.1564, -0.5859, 0.2978, -0.6708, -0.9416, 0.4386, -0.6467, -0.1332, -0.3897, -0.9994, 1.0974, -0.5108, -0.2240, -0.4987, 1.0245, -1.0275, 0.4380, 0.4020, 0.2501, 0.2164, 0.4850, -1.2216, -0.5636, 0.2668, -0.4020, -0.1466, 0.0468, -0.4312, -1.2540



The following is a quantum chemistry calculation of a 2-piece molecular cluster, C7H10NO2 overall, from OMol25.

Calculated values
- E_HOMO (spin up / spin down): -10.73 / -10.73 eV
- ΔE to the lowest compared entry with this formula, charge and spin: 208.15 kcal per mole
- Kohn-Sham gap (spin up / spin down): 4.00 / 4.01 eV

```
! RIJCOSX wB97M-V def2-TZVPD def2/J DEFGRID3
* xyz 1 1
C 7.446 0.518 -0.928
C 8.287 -0.353 -0.295
C 5.504 1.798 -0.183
C 8.299 -0.800 2.190
C -5.177 -1.106 0.110
C -6.625 0.902 -0.040
C -5.755 0.181 0.620
N 8.237 -0.539 1.025
O 6.689 1.639 -0.608
O 9.031 -1.254 -0.977
H 7.263 0.233 -2.016
H 7.884 -1.483 2.899
H -5.982 -1.639 -0.577
H -4.963 -1.801 1.004
H -4.341 -0.835 -0.528
H -7.177 1.774 0.512
H -7.135 0.627 -1.098
H 5.345 2.848 -0.108
H -5.512 0.544 1.692
H 9.011 -1.186 -1.913
*
```

Let us look at the Mulliken charges, expressed in e, one per atom: -0.0507, 0.5346, -0.2374, 0.1626, -0.8235, -0.6634, 0.0947, 0.0034, -0.1634, -0.4483, 0.2395, 0.3728, 0.2458, 0.2595, 0.2357, 0.2147, 0.1974, 0.2389, 0.2391, 0.3479



The following is a quantum chemistry calculation of a 3-piece molecular cluster, C15H33N3O8P2 overall, from OMol25.

Calculated values
- E_HOMO: -9.03 eV
- SMILES: C[C@@H]1OC(=O)O[C@]1(CCCCCN)PP(=O)(O)O.CNC(C)=O.CNC(C)=O
- Kohn-Sham gap: 9.41 eV

```
! RIJCOSX wB97M-V def2-TZVPD def2/J DEFGRID3
* xyz 0 1
C 2.371 0.350 -0.358
C 2.192 -0.023 -1.815
O 3.387 0.055 -2.611
C 3.024 0.358 -3.869
O 3.766 0.600 -4.766
O 1.652 0.372 -3.955
C 1.214 0.811 -2.639
C -0.228 0.421 -2.414
C -1.260 0.965 -3.390
C -2.685 0.685 -2.870
C -3.150 1.698 -1.827
C -4.301 1.231 -0.947
N -3.936 0.086 -0.101
P 1.743 2.628 -2.552
P 0.305 3.736 -1.388
O -0.003 3.112 -0.096
O 1.002 5.167 -1.180
O -0.976 4.075 -2.292
H 3.420 0.443 -0.090
H 1.874 1.296 -0.124
H 1.930 -0.409 0.279
H 1.809 -1.046 -1.854
H -0.245 -0.670 -2.510
H -0.491 0.646 -1.377
H -1.140 0.486 -4.362
H -1.141 2.038 -3.549
H -2.645 -0.307 -2.410
H -3.390 0.619 -3.698
H -2.315 1.962 -1.172
H -3.436 2.611 -2.356
H -5.181 1.018 -1.558
H -4.572 2.060 -0.286
H -4.602 -0.667 -0.199
H -3.027 -0.276 -0.352
H 1.489 3.069 -3.861
H 1.158 5.599 -2.031
H -1.707 4.286 -1.690
C 5.098 -3.863 3.341
N 4.084 -3.117 2.621
C 3.850 -3.090 1.285
C 4.740 -3.934 0.403
O 2.951 -2.404 0.823
H 4.632 -4.543 4.057
H 5.753 -3.183 3.888
H 5.701 -4.446 2.654
H 3.456 -2.534 3.152
H 4.426 -3.800 -0.626
H 5.782 -3.626 0.497
H 4.657 -4.989 0.665
C -2.337 0.894 4.080
N -3.437 0.203 3.438
C -3.916 -1.042 3.687
C -3.228 -1.855 4.761
O -4.858 -1.476 3.047
H -2.683 1.824 4.534
H -1.563 1.137 3.349
H -1.899 0.275 4.856
H -3.922 0.672 2.687
H -3.724 -2.818 4.829
H -2.177 -2.014 4.514
H -3.292 -1.355 5.729
*
```

Let us look at the Mulliken charges, expressed in e, one per atom: -1.3402, 0.1783, -0.3690, 0.4188, -0.5525, -0.4637, 1.1590, -1.2709, -0.5639, -0.8791, -0.1653, -0.8831, -0.3792, -0.2043, 0.8307, -0.5894, -0.5032, -0.4536, 0.3061, 0.3092, 0.2687, 0.5238, 0.5914, 0.3726, 0.2982, 0.3810, 0.3130, 0.4536, 0.0534, 0.4463, 0.3470, 0.2764, 0.2161, 0.1607, 0.1038, 0.3352, 0.3091, -0.8476, -0.1701, 0.7725, -1.3275, -0.6004, 0.2892, 0.2846, 0.3202, 0.2307, 0.2640, 0.3849, 0.3888, -0.8072, -0.1062, 0.8354, -1.2845, -0.6452, 0.2802, 0.2527, 0.3200, 0.1496, 0.2913, 0.3286, 0.3609



Number 3 is which compound?
C15H33N3O8P2



Please write out number 3 again, unchanged.
The following is a quantum chemistry calculation of a 3-piece molecular cluster, C15H33N3O8P2 overall, from OMol25.

Calculated values
- E_HOMO: -9.03 eV
- SMILES: C[C@@H]1OC(=O)O[C@]1(CCCCCN)PP(=O)(O)O.CNC(C)=O.CNC(C)=O
- Kohn-Sham gap: 9.41 eV

```
! RIJCOSX wB97M-V def2-TZVPD def2/J DEFGRID3
* xyz 0 1
C 2.371 0.350 -0.358
C 2.192 -0.023 -1.815
O 3.387 0.055 -2.611
C 3.024 0.358 -3.869
O 3.766 0.600 -4.766
O 1.652 0.372 -3.955
C 1.214 0.811 -2.639
C -0.228 0.421 -2.414
C -1.260 0.965 -3.390
C -2.685 0.685 -2.870
C -3.150 1.698 -1.827
C -4.301 1.231 -0.947
N -3.936 0.086 -0.101
P 1.743 2.628 -2.552
P 0.305 3.736 -1.388
O -0.003 3.112 -0.096
O 1.002 5.167 -1.180
O -0.976 4.075 -2.292
H 3.420 0.443 -0.090
H 1.874 1.296 -0.124
H 1.930 -0.409 0.279
H 1.809 -1.046 -1.854
H -0.245 -0.670 -2.510
H -0.491 0.646 -1.377
H -1.140 0.486 -4.362
H -1.141 2.038 -3.549
H -2.645 -0.307 -2.410
H -3.390 0.619 -3.698
H -2.315 1.962 -1.172
H -3.436 2.611 -2.356
H -5.181 1.018 -1.558
H -4.572 2.060 -0.286
H -4.602 -0.667 -0.199
H -3.027 -0.276 -0.352
H 1.489 3.069 -3.861
H 1.158 5.599 -2.031
H -1.707 4.286 -1.690
C 5.098 -3.863 3.341
N 4.084 -3.117 2.621
C 3.850 -3.090 1.285
C 4.740 -3.934 0.403
O 2.951 -2.404 0.823
H 4.632 -4.543 4.057
H 5.753 -3.183 3.888
H 5.701 -4.446 2.654
H 3.456 -2.534 3.152
H 4.426 -3.800 -0.626
H 5.782 -3.626 0.497
H 4.657 -4.989 0.665
C -2.337 0.894 4.080
N -3.437 0.203 3.438
C -3.916 -1.042 3.687
C -3.228 -1.855 4.761
O -4.858 -1.476 3.047
H -2.683 1.824 4.534
H -1.563 1.137 3.349
H -1.899 0.275 4.856
H -3.922 0.672 2.687
H -3.724 -2.818 4.829
H -2.177 -2.014 4.514
H -3.292 -1.355 5.729
*
```

Let us look at the Mulliken charges, expressed in e, one per atom: -1.3402, 0.1783, -0.3690, 0.4188, -0.5525, -0.4637, 1.1590, -1.2709, -0.5639, -0.8791, -0.1653, -0.8831, -0.3792, -0.2043, 0.8307, -0.5894, -0.5032, -0.4536, 0.3061, 0.3092, 0.2687, 0.5238, 0.5914, 0.3726, 0.2982, 0.3810, 0.3130, 0.4536, 0.0534, 0.4463, 0.3470, 0.2764, 0.2161, 0.1607, 0.1038, 0.3352, 0.3091, -0.8476, -0.1701, 0.7725, -1.3275, -0.6004, 0.2892, 0.2846, 0.3202, 0.2307, 0.2640, 0.3849, 0.3888, -0.8072, -0.1062, 0.8354, -1.2845, -0.6452, 0.2802, 0.2527, 0.3200, 0.1496, 0.2913, 0.3286, 0.3609



Number 1 is which compound?
C46H47CsN10O6S